(1)
Here is C25H23BrN4RuS2Si as an isolated structure in a non-equilibrium geometry from the OMol25 dataset. Energies are from ωB97M-V/def2-TZVPD.

```
57
Properties=species:S:1:pos:R:3:lowdin_charge:R:1
Ru -0.97 0.19 -0.18 0.8089
C -1.89 -4.10 2.79 -0.4213
S -2.32 -2.50 3.50 0.9056
C -1.87 -1.38 2.26 -1.0510
S -1.12 -1.91 0.79 0.6497
N -2.21 -0.15 2.55 -0.0672
N -1.92 0.72 1.54 -0.1709
C -2.36 1.92 1.61 -0.0285
C -2.00 2.85 0.54 -0.2441
C -2.27 4.20 0.64 0.0111
C -1.82 5.05 -0.37 -0.0191
C -1.11 4.51 -1.43 -0.0220
C -0.90 3.14 -1.47 -0.1237
N -1.34 2.32 -0.52 -0.0031
H -2.16 -4.83 3.56 0.0409
H -0.83 -4.16 2.58 0.0254
H -2.46 -4.30 1.89 0.0328
H -2.98 2.23 2.45 0.1432
H -2.80 4.58 1.49 0.1279
H -2.01 6.11 -0.31 0.1236
H -0.74 5.13 -2.23 0.1192
H -0.35 2.68 -2.28 0.1135
C 0.97 2.55 3.64 -0.0697
C 1.22 3.17 2.42 -0.0814
C 1.36 2.40 1.28 -0.1376
C 1.25 1.00 1.33 -0.3491
C 1.03 0.40 2.57 -0.1265
C 0.88 1.16 3.72 -0.0701
Si 1.36 0.06 -0.28 0.6516
C 2.29 -1.53 -0.41 -0.3450
C 3.03 -1.74 -1.57 -0.1246
C 3.76 -2.91 -1.76 -0.0741
C 3.76 -3.88 -0.77 -0.0653
C 3.04 -3.68 0.41 -0.0665
C 2.31 -2.52 0.58 -0.1155
H 0.86 3.15 4.54 0.1072
H 1.31 4.24 2.37 0.1068
H 1.56 2.88 0.33 0.0900
H 0.93 -0.68 2.65 0.0807
H 0.70 0.68 4.67 0.1128
H 1.87 0.94 -1.36 0.0028
H 3.05 -0.98 -2.35 0.0940
H 4.32 -3.06 -2.67 0.1095
H 4.33 -4.79 -0.90 0.1103
H 3.06 -4.43 1.18 0.1094
H 1.74 -2.39 1.50 0.0728
Br 0.16 -3.91 -4.18 0.8179
C -0.55 -2.21 -3.81 -0.6570
C -1.24 -1.49 -4.77 -0.0758
C -1.73 -0.24 -4.41 -0.0267
C -1.52 0.23 -3.13 -0.1243
N -0.86 -0.47 -2.20 -0.1088
C -0.39 -1.68 -2.54 -0.1986
H -1.39 -1.89 -5.76 0.1178
H -2.28 0.36 -5.12 0.1202
H -1.90 1.19 -2.82 0.0904
H 0.13 -2.24 -1.78 0.0716
```

Calculated values
2S+1   2
Highest occupied orbital energy (spin up / spin down)   -10.667 / -10.400 eV
LUMO level (spin up / spin down)   -4.09 / -4.07 eV
Energy above the lowest of the compared OMol25 structures with the same formula, charge and spin   11.6 kcal/mol
Charge   +1
Kohn-Sham gap (spin up / spin down)   6.58 / 6.33 eV


(2)
Here is C25H23ClN2O9PdS3 as an isolated structure from the OMol25 dataset. Energies are from ωB97M-V/def2-TZVPD.

```
64
Properties=species:S:1:pos:R:3:lowdin_charge:R:1
Pd 0.02 0.19 0.83 0.8945
O 2.43 4.31 3.29 -0.2967
S 2.57 2.95 2.83 0.4692
O 3.93 2.50 2.61 -0.3000
O 1.66 2.01 3.42 -0.3162
C 1.96 3.21 0.98 -0.2725
C 2.69 4.43 0.51 -0.0369
C 2.43 5.00 -0.67 -0.0401
C 1.43 4.50 -1.59 -0.0044
C 1.06 3.21 -1.74 -0.0195
C 1.80 2.12 -1.19 -0.1735
S 1.87 0.66 -2.36 0.4425
O 1.96 1.29 -3.64 -0.2828
O 0.55 0.17 -1.98 -0.3081
O 2.99 -0.15 -1.97 -0.2870
H 3.41 4.87 1.19 0.1187
H 2.92 5.93 -0.92 0.1220
H 0.99 5.22 -2.27 0.1274
H 0.38 2.95 -2.54 0.1302
C 5.92 2.93 0.18 -0.0520
C 5.06 1.94 -0.60 -0.1548
N 4.35 0.98 0.26 -0.0816
C 5.17 -0.10 0.83 -0.2022
C 5.15 -1.35 -0.03 -0.0686
C 3.08 1.00 0.51 -0.6467
S 2.25 -0.15 1.39 0.9078
N 2.30 2.13 0.01 0.0336
C 0.45 3.26 1.11 -0.2538
O -0.18 2.21 1.09 -0.0405
C -0.33 4.52 1.18 -0.1255
C 0.17 5.73 1.64 -0.0069
C -0.65 6.85 1.66 -0.0558
C -1.96 6.77 1.20 -0.0671
C -2.46 5.56 0.75 -0.0618
C -1.66 4.43 0.75 0.0044
H 6.36 3.64 -0.52 0.0852
H 6.73 2.43 0.71 0.0776
H 5.33 3.47 0.92 0.0513
H 5.68 1.33 -1.26 0.1337
H 4.35 2.45 -1.24 0.1153
H 4.81 -0.28 1.84 0.1061
H 6.18 0.30 0.91 0.1199
H 4.14 -1.76 -0.10 0.0577
H 5.80 -2.09 0.43 0.0831
H 5.49 -1.15 -1.04 0.0776
H 1.17 5.80 2.05 0.1006
H -0.26 7.79 2.03 0.1090
H -2.59 7.65 1.21 0.1069
H -3.49 5.49 0.41 0.1074
H -2.04 3.48 0.41 0.1212
Cl -5.17 -3.65 -2.44 0.6570
C -4.15 -2.49 -1.64 -0.6711
C -4.56 -1.15 -1.55 -0.0793
C -3.79 -0.22 -0.93 0.0070
C -2.53 -0.56 -0.36 -0.3233
O -1.87 0.37 0.23 -0.1426
C -2.12 -1.92 -0.46 -0.1245
C -0.91 -2.41 0.07 -0.1451
O 0.02 -1.79 0.62 -0.1563
C -2.96 -2.87 -1.11 -0.0607
H -5.51 -0.87 -1.99 0.1099
H -4.10 0.81 -0.86 0.1194
H -0.75 -3.49 0.00 0.1445
H -2.63 -3.90 -1.17 0.1171
```

Calculated values
Highest occupied orbital energy   -8.406 eV
LUMO level   -1.47 eV
Energy above the lowest of the compared OMol25 structures with the same formula, charge and spin   36.4 kcal/mol
Kohn-Sham gap   6.93 eV


(3)
Here is a 2-piece molecular cluster, C25H23F3O5S overall in a non-equilibrium geometry from the OMol25 dataset. Energies are from ωB97M-V/def2-TZVPD.

```
57
Properties=species:S:1:pos:R:3:lowdin_charge:R:1
C -2.27 -3.46 -1.20 -0.0773
C -1.60 -3.42 0.14 -0.2121
O -0.68 -2.28 0.10 -0.0542
C -0.12 -2.05 1.31 -0.4952
C 1.24 -1.45 1.18 -0.2935
O 1.75 -0.85 2.26 -0.1518
C 0.82 0.09 2.98 0.0123
S 1.55 -0.67 -0.42 0.7324
C 3.08 0.18 -0.01 -0.2727
C 3.19 1.51 -0.41 -0.0537
C 4.32 2.24 -0.01 -0.0779
C 5.31 1.64 0.76 -0.0875
C 5.20 0.30 1.10 -0.0766
C 4.07 -0.44 0.74 -0.0607
O 1.79 -1.65 -1.46 -0.3202
O 0.61 0.42 -0.58 -0.3175
O -0.67 -2.29 2.38 0.0529
H -2.68 -4.47 -1.35 0.0712
H -3.08 -2.73 -1.25 0.0840
H -1.57 -3.24 -2.02 0.0860
H -2.30 -3.30 0.98 0.1246
H -0.97 -4.31 0.32 0.1059
H 1.37 0.37 3.88 0.0894
H 0.63 0.94 2.32 0.0956
H -0.09 -0.48 3.20 0.0738
H 2.40 1.97 -1.00 0.1126
H 4.40 3.28 -0.32 0.1004
H 6.18 2.23 1.08 0.1024
H 6.00 -0.18 1.67 0.1009
H 3.97 -1.49 1.03 0.1190
F 0.85 -7.13 -6.61 0.1229
C -0.16 -7.30 -5.70 -0.5166
F -1.12 -6.38 -6.01 0.1264
F -0.70 -8.54 -5.93 0.1229
C 0.32 -7.18 -4.28 -0.1057
C -0.41 -6.48 -3.32 0.0152
C 0.15 -6.26 -2.07 0.0250
C 1.46 -6.72 -1.74 -0.1657
C 2.06 -6.31 -0.51 0.1008
C 3.30 -6.81 0.01 -0.1944
C 3.48 -6.94 1.43 -0.0065
C 4.64 -7.50 1.96 -0.0687
C 5.70 -7.88 1.11 -0.0531
C 5.58 -7.70 -0.27 -0.0643
C 4.43 -7.14 -0.82 -0.0290
C 2.07 -7.61 -2.69 0.0093
C 1.53 -7.79 -3.96 0.0069
H -1.41 -6.11 -3.58 0.1309
H -0.44 -5.72 -1.32 0.1002
H 1.49 -5.63 0.13 0.1246
H 2.67 -6.63 2.10 0.1237
H 4.75 -7.62 3.04 0.1115
H 6.63 -8.26 1.53 0.1092
H 6.40 -7.99 -0.93 0.1112
H 4.38 -6.92 -1.89 0.1148
H 2.98 -8.15 -2.44 0.1019
H 2.04 -8.40 -4.70 0.1341
```

Calculated values
Highest occupied orbital energy   -6.035 eV
LUMO level   -3.66 eV
Kohn-Sham gap   2.37 eV


Summary of DFT total energy in eV
-134426.1483; -96212.0476; -55517.8335
(order as listed above)